# C16H38ClNPSmY

C16H38ClNPSmY as an isolated structure (ωB97M-V with the def2-TZVPD basis set, the Open Molecules 2025 dataset).

Its total energy is -59454.563 eV. The calculation puts the molecular weight at 550.2 g mol⁻¹. The calculation puts the largest force on an atom at 3.97 eV/Å. For the energy relative to the best compared isomer or geometry (same formula, charge and spin), the calculation gives 36.5 kcal per mole. The calculation puts the HOMO-LUMO gap (alpha / beta) at 3.73 / 4.05 eV. The calculation puts the HOMO energy (alpha / beta) at -0.0646 / -0.0769 Ha. As for the spin multiplicity: 6. The net charge is -1.

Geometry as XYZ:
```
59
C16H38ClNPSmY (ωB97M-V with the def2-TZVPD basis set)
Sm -0.314 -0.666 -1.808
Cl -0.690 1.482 -3.471
C -2.549 -1.387 -1.576
H -3.000 -2.169 -0.965
H -2.740 -1.649 -2.635
H -3.113 -0.468 -1.352
Y -0.310 0.303 -5.758
C -2.179 0.806 -7.108
C 1.625 1.392 -6.490
C 0.072 -1.910 -5.673
H 2.427 1.220 -5.751
H 2.049 1.126 -7.482
H 1.398 2.473 -6.472
H -3.094 0.350 -6.692
H -2.323 1.900 -7.063
H -2.114 0.493 -8.171
H -0.678 -2.651 -6.052
H 1.071 -2.397 -5.771
C 0.073 -2.573 0.747
C -0.291 -1.690 2.003
C -1.813 -1.753 2.231
C 0.460 -2.154 3.274
P 0.218 0.080 1.618
N -0.068 0.180 0.044
C -0.746 1.364 2.571
C -0.815 0.991 4.059
C -0.134 2.770 2.490
C -2.157 1.475 1.994
C 2.043 0.437 1.808
C 2.831 -0.721 1.183
C 2.409 1.717 1.028
C 2.417 0.569 3.297
H 0.189 -3.610 1.105
H 1.023 -2.270 0.274
H -0.753 -2.534 -0.010
H -2.095 -2.817 2.324
H -2.119 -1.240 3.154
H -2.370 -1.327 1.381
H 1.553 -2.197 3.137
H 0.249 -1.486 4.135
H 0.111 -3.171 3.528
H -1.314 1.818 4.590
H -1.378 0.076 4.250
H 0.176 0.867 4.501
H 0.011 3.124 1.464
H -0.831 3.469 2.973
H 0.796 2.875 3.050
H -2.139 1.544 0.901
H -2.802 0.644 2.275
H -2.634 2.383 2.389
H 2.651 -0.794 0.096
H 3.903 -0.507 1.323
H 2.637 -1.682 1.673
H 2.262 2.642 1.598
H 3.476 1.690 0.751
H 1.830 1.789 0.095
H 1.963 1.448 3.780
H 2.126 -0.339 3.848
H 3.516 0.665 3.357
```